{"formula": "C40H32AuF9OP2", "method": "ωB97M-V/def2-TZVPD", "species": ["C", "C", "C", "C", "C", "C", "P", "C", "C", "C", "C", "C", "C", "Au", "P", "C", "C", "C", "C", "C", "C", "C", "C", "C", "C", "C", "C", "C", "C", "C", "C", "C", "C", "C", "C", "C", "C", "C", "C", "H", "H", "H", "H", "H", "H", "H", "H", "H", "H", "H", "H", "H", "H", "H", "H", "H", "H", "H", "H", "H", "H", "H", "H", "H", "H", "H", "H", "H", "H", "H", "H", "F", "C", "F", "F", "C", "O", "C", "F", "F", "F", "C", "F", "F", "F"], "positions_angstrom": [[2.674, -1.073, -4.127], [2.621, 0.179, -3.488], [3.811, 0.806, -3.087], [5.035, 0.142, -3.229], [5.079, -1.136, -3.795], [3.898, -1.739, -4.246], [1.074, 0.727, -2.726], [1.192, 2.507, -2.576], [1.162, 3.139, -1.324], [1.280, 4.527, -1.258], [1.444, 5.267, -2.436], [1.458, 4.638, -3.691], [1.319, 3.254, -3.762], [0.842, -0.424, -0.640], [1.522, -2.244, 1.048], [3.322, -1.952, 1.104], [4.187, -2.810, 0.415], [5.501, -2.404, 0.185], [5.940, -1.142, 0.577], [5.057, -0.256, 1.206], [3.741, -0.652, 1.464], [0.973, -2.133, 2.720], [-0.413, -2.071, 2.959], [-0.893, -2.281, 4.242], [-0.001, -2.520, 5.293], [1.379, -2.564, 5.060], [1.870, -2.379, 3.777], [1.041, -3.895, 0.437], [0.113, -3.985, -0.617], [-0.008, -5.170, -1.342], [0.663, -6.323, -0.927], [1.466, -6.275, 0.216], [1.663, -5.062, 0.893], [-0.328, 0.454, -3.848], [-0.124, 0.163, -5.203], [-1.227, -0.226, -5.972], [-2.488, -0.375, -5.370], [-2.660, -0.174, -3.992], [-1.567, 0.206, -3.220], [-1.061, -1.861, 2.114], [-1.967, -2.263, 4.437], [-0.394, -2.676, 6.308], [2.069, -2.752, 5.885], [2.938, -2.439, 3.571], [3.806, -3.768, 0.050], [6.183, -3.077, -0.344], [6.950, -0.820, 0.348], [5.372, 0.758, 1.456], [3.018, 0.053, 1.882], [-0.436, -3.090, -0.923], [-0.614, -5.194, -2.252], [0.585, -7.240, -1.513], [1.996, -7.176, 0.537], [2.343, -5.024, 1.744], [0.877, 0.227, -5.631], [-1.091, -0.402, -7.043], [-3.341, -0.660, -5.979], [-3.638, -0.292, -3.519], [-1.638, 0.268, -2.138], [1.037, 2.526, -0.432], [1.248, 5.024, -0.288], [1.563, 6.351, -2.383], [1.576, 5.213, -4.615], [1.303, 2.734, -4.726], [3.778, 1.807, -2.636], [5.954, 0.608, -2.852], [6.026, -1.677, -3.852], [3.919, -2.746, -4.673], [1.761, -1.544, -4.502], [0.544, -0.718, -2.248], [1.690, -1.822, -0.498], [-3.012, 1.578, -0.982], [-3.325, 1.206, 0.295], [-4.171, 2.165, 0.769], [-4.010, 0.038, 0.209], [-2.017, 0.981, 1.177], [-1.235, 0.046, 0.666], [-1.372, 2.432, 1.384], [-2.047, 3.246, 2.245], [-0.105, 2.296, 1.860], [-1.284, 3.118, 0.203], [-2.538, 0.553, 2.631], [-3.536, 1.314, 3.158], [-3.001, -0.728, 2.583], [-1.496, 0.588, 3.514]], "atomic_forces_ev_per_a": [[0.301, -0.260, 0.313], [0.152, -0.562, 0.401], [0.133, 0.028, 0.215], [-0.036, 0.065, -0.054], [-0.319, 0.081, 0.242], [-0.152, 0.167, -0.180], [0.199, 1.766, -1.613], [0.094, 0.968, 0.640], [0.132, -0.092, -0.701], [0.054, 0.030, -0.259], [-0.005, -0.093, 0.034], [-0.022, -0.204, 0.163], [-0.035, -0.176, 0.119], [0.597, -0.139, 0.582], [1.303, -0.935, 0.657], [0.086, 0.216, -0.850], [-0.128, 0.095, 0.254], [0.227, -0.232, -0.192], [-0.450, 0.025, 0.036], [-0.334, -0.131, 0.000], [0.102, -0.255, -0.175], [-1.110, 0.283, 1.038], [0.745, -0.139, -0.032], [-0.130, -0.019, 0.170], [0.048, -0.048, 0.080], [-0.340, -0.039, 0.277], [0.172, 0.129, -0.578], [-0.218, 0.049, -0.343], [0.634, 0.181, -0.355], [-0.316, -0.055, 0.086], [0.156, 0.398, 0.100], [0.076, 0.166, 0.034], [0.214, -0.259, -0.046], [-0.022, -1.249, 0.341], [-0.553, 0.282, 0.149], [-0.099, 0.109, 0.214], [0.372, 0.193, 0.047], [0.135, 0.177, -0.101], [0.315, -0.003, -0.814], [-0.142, -0.239, 0.249], [0.368, 0.036, -0.073], [0.256, 0.076, -0.565], [-0.242, 0.072, -0.321], [-0.244, 0.039, 0.174], [0.344, 0.284, 0.120], [-0.255, 0.261, 0.237], [-0.062, -0.089, 0.085], [-0.059, -0.354, 0.001], [0.294, -0.173, 0.051], [0.166, -0.278, -0.114], [0.053, 0.008, 0.457], [-0.004, 0.252, 0.242], [-0.230, 0.383, 0.009], [-0.121, -0.049, -0.186], [-0.375, 0.130, -0.038], [-0.149, -0.019, 0.425], [0.145, 0.008, 0.083], [0.345, -0.089, -0.255], [-0.115, 0.154, -0.199], [0.133, 0.230, -0.095], [0.032, -0.068, -0.300], [-0.080, -0.350, 0.014], [-0.065, -0.167, 0.459], [0.065, 0.321, 0.277], [0.014, -0.516, -0.082], [-0.435, -0.141, -0.305], [-0.285, 0.191, -0.049], [0.041, 0.429, 0.030], [0.316, 0.038, 0.303], [-0.211, -1.365, -0.217], [-0.504, 0.000, -0.671], [0.064, -0.508, 1.551], [-2.358, 0.017, -1.560], [1.705, -1.413, -0.272], [0.822, 1.096, 0.220], [-1.285, 2.732, 1.301], [-0.370, 0.016, -0.054], [0.954, 1.646, -0.031], [0.668, -1.485, -1.040], [-1.010, -0.137, -0.447], [-0.211, -1.020, 1.156], [-0.950, -1.065, 2.286], [1.575, -0.942, -1.268], [0.495, 1.366, -0.162], [-1.070, 0.168, -1.324]], "e_tot_ev": -90753.7047, "multiplicity": 3, "homo_energy_ev": [-12.590, -14.236], "charge": 2, "e_lumo_ev": [-6.9, -9.8]}

{"formula": "C40H32MnNO3PSTe", "method": "ωB97M-V/def2-TZVPD", "species": ["Mn", "O", "C", "O", "C", "C", "C", "C", "C", "C", "P", "C", "C", "C", "C", "C", "C", "C", "C", "C", "C", "C", "C", "H", "H", "H", "H", "H", "H", "H", "H", "H", "H", "H", "H", "H", "H", "S", "C", "N", "Te", "C", "C", "C", "C", "C", "C", "C", "C", "C", "C", "C", "C", "H", "H", "H", "H", "H", "H", "H", "H", "H", "H", "C", "C", "O", "C", "C", "C", "C", "C", "C", "H", "H", "H", "H", "H", "H", "H", "H"], "positions_angstrom": [[2.119, -0.779, -0.420], [5.635, -0.143, -2.038], [4.650, 0.311, -1.560], [3.556, -0.472, -1.408], [4.522, 1.751, -1.164], [5.706, 2.481, -1.172], [5.696, 3.846, -0.952], [4.488, 4.505, -0.760], [3.307, 3.784, -0.738], [3.311, 2.396, -0.905], [1.689, 1.574, -0.792], [0.777, 2.230, -2.227], [1.487, 2.731, -3.320], [0.814, 3.143, -4.465], [-0.569, 3.048, -4.539], [-1.284, 2.541, -3.461], [-0.616, 2.128, -2.317], [0.955, 2.138, 0.772], [1.702, 2.765, 1.768], [1.104, 3.108, 2.974], [-0.233, 2.812, 3.209], [-0.969, 2.131, 2.244], [-0.372, 1.784, 1.040], [6.630, 1.951, -1.377], [6.628, 4.402, -0.949], [4.464, 5.580, -0.622], [2.370, 4.303, -0.586], [2.565, 2.806, -3.290], [1.379, 3.537, -5.301], [-1.089, 3.367, -5.437], [-2.367, 2.463, -3.503], [-1.201, 1.750, -1.496], [2.753, 2.978, 1.625], [1.695, 3.605, 3.737], [-0.697, 3.096, 4.149], [-2.007, 1.867, 2.430], [-0.936, 1.215, 0.316], [3.757, 0.202, 3.872], [3.220, -0.176, 2.424], [2.778, -0.455, 1.358], [-1.348, -1.198, -1.689], [-2.075, -2.770, -0.489], [-2.673, -2.528, 0.745], [-3.111, -3.594, 1.522], [-2.954, -4.903, 1.072], [-2.375, -5.144, -0.166], [-1.933, -4.078, -0.950], [-3.164, -0.140, -1.732], [-3.595, 0.608, -0.637], [-4.835, 1.244, -0.677], [-5.638, 1.138, -1.808], [-5.201, 0.405, -2.905], [-3.964, -0.235, -2.872], [-2.801, -1.513, 1.108], [-3.574, -3.400, 2.487], [-3.294, -5.734, 1.683], [-2.281, -6.161, -0.537], [-1.491, -4.270, -1.923], [-2.981, 0.696, 0.251], [-5.172, 1.821, 0.178], [-6.607, 1.628, -1.834], [-5.825, 0.324, -3.790], [-3.629, -0.812, -3.729], [1.290, -4.652, 0.383], [0.905, -3.267, 0.741], [1.179, -2.374, -0.084], [0.269, -2.943, 1.997], [0.147, -3.928, 2.984], [-0.417, -3.613, 4.206], [-0.874, -2.320, 4.440], [-0.781, -1.339, 3.453], [-0.214, -1.651, 2.236], [1.613, -4.691, -0.651], [0.460, -5.337, 0.547], [2.122, -4.960, 1.027], [0.505, -4.937, 2.803], [-0.493, -4.371, 4.980], [-1.310, -2.073, 5.402], [-1.143, -0.333, 3.638], [-0.158, -0.903, 1.472]], "atomic_forces_ev_per_a": [[0.386, 1.170, -0.309], [0.786, -0.308, -0.303], [-1.169, 0.005, 0.490], [0.486, 0.118, -0.704], [-0.115, -0.082, -0.016], [0.122, -0.003, -0.058], [0.066, 0.091, 0.017], [0.069, 0.068, 0.007], [-0.044, -0.065, 0.014], [-0.097, 0.028, 0.083], [0.260, 0.416, -0.090], [-0.165, -0.280, -0.047], [-0.017, -0.030, -0.068], [0.038, -0.009, 0.044], [-0.013, 0.002, -0.035], [0.018, -0.013, 0.053], [0.036, 0.192, -0.070], [-0.252, -0.232, 0.016], [0.031, 0.040, 0.050], [-0.046, 0.004, 0.016], [0.006, -0.012, -0.013], [0.055, 0.027, -0.006], [0.022, 0.133, 0.101], [-0.096, 0.063, 0.023], [-0.117, -0.067, -0.017], [0.000, -0.105, -0.007], [-0.037, 0.024, 0.024], [0.007, -0.002, 0.008], [-0.040, -0.039, 0.072], [0.070, -0.033, 0.122], [0.123, -0.002, 0.018], [-0.020, 0.039, 0.026], [-0.051, 0.003, -0.009], [-0.060, -0.074, -0.080], [0.077, -0.051, -0.125], [0.137, 0.056, -0.040], [-0.016, -0.018, -0.009], [0.006, 0.024, -0.101], [-0.199, -0.067, -0.036], [0.352, 0.070, 0.854], [0.049, 0.017, -0.020], [-0.028, -0.184, -0.045], [-0.172, -0.134, -0.004], [-0.036, 0.013, -0.014], [-0.017, 0.065, 0.056], [0.057, 0.073, -0.060], [-0.030, -0.053, 0.174], [-0.181, 0.044, -0.087], [-0.267, 0.055, -0.197], [0.119, -0.067, -0.034], [0.028, 0.020, 0.044], [0.090, -0.045, -0.044], [-0.112, 0.131, 0.111], [0.013, -0.148, -0.067], [0.064, -0.038, -0.135], [0.019, 0.117, -0.083], [0.017, 0.107, 0.042], [-0.046, 0.017, 0.051], [-0.027, -0.020, -0.015], [0.022, -0.052, -0.075], [0.136, -0.055, 0.004], [0.083, 0.009, 0.123], [-0.033, 0.039, 0.102], [0.099, -0.330, 0.180], [-0.034, -0.028, -0.035], [-0.547, -0.587, -0.143], [-0.053, -0.096, 0.278], [0.006, -0.048, -0.017], [-0.045, 0.031, 0.089], [-0.035, 0.014, 0.031], [-0.022, -0.040, 0.166], [0.187, -0.253, 0.329], [0.022, 0.008, -0.089], [0.031, -0.034, 0.008], [-0.074, -0.012, -0.063], [-0.045, 0.168, 0.037], [-0.008, 0.119, -0.099], [0.044, -0.020, -0.091], [0.056, -0.151, 0.005], [0.074, 0.264, -0.311]], "e_tot_ev": -108364.5377, "multiplicity": 5, "e_above_lowest_ev": 0.7281, "homo_energy_ev": [-10.767, -10.822], "charge": 1, "e_lumo_ev": [-5.2, -3.8]}

{"formula": "C40H32NNdO2P2", "method": "ωB97M-V/def2-TZVPD", "species": ["Nd", "O", "P", "C", "P", "O", "C", "C", "C", "C", "C", "C", "C", "C", "C", "C", "C", "C", "C", "C", "C", "C", "C", "C", "C", "C", "C", "C", "C", "C", "H", "H", "H", "H", "H", "H", "H", "H", "H", "H", "H", "H", "H", "H", "H", "H", "H", "H", "H", "H", "H", "H", "C", "C", "C", "C", "C", "C", "C", "C", "C", "C", "C", "C", "C", "C", "C", "N", "H", "H", "H", "H", "H", "H", "H", "H", "H", "H"], "positions_angstrom": [[0.124, 0.359, 0.084], [2.369, -0.113, 0.112], [3.488, -0.081, 1.126], [2.897, -0.634, 2.790], [1.229, -0.098, 3.377], [0.278, 0.025, 2.211], [0.732, -1.439, 4.476], [0.588, -1.293, 5.848], [0.270, -2.398, 6.620], [0.095, -3.638, 6.026], [0.219, -3.780, 4.652], [0.536, -2.682, 3.875], [1.364, 1.485, 4.223], [2.242, 1.657, 5.291], [2.276, 2.868, 5.959], [1.428, 3.896, 5.572], [0.561, 3.727, 4.502], [0.529, 2.523, 3.819], [4.285, 1.547, 1.210], [5.151, 1.801, 0.147], [5.950, 2.930, 0.155], [5.888, 3.806, 1.230], [4.981, 3.588, 2.258], [4.183, 2.454, 2.258], [4.799, -1.262, 0.759], [6.015, -1.161, 1.432], [7.016, -2.073, 1.165], [6.806, -3.083, 0.239], [5.594, -3.187, -0.425], [4.585, -2.274, -0.166], [3.656, -0.394, 3.534], [2.851, -1.730, 2.716], [0.717, -0.324, 6.306], [0.165, -2.291, 7.689], [-0.140, -4.498, 6.635], [0.079, -4.747, 4.192], [0.624, -2.777, 2.798], [2.892, 0.848, 5.594], [2.956, 3.006, 6.786], [1.442, 4.830, 6.112], [-0.097, 4.532, 4.211], [-0.150, 2.367, 2.980], [5.200, 1.092, -0.674], [6.625, 3.117, -0.665], [6.554, 4.653, 1.271], [4.913, 4.292, 3.074], [3.502, 2.271, 3.075], [6.173, -0.363, 2.144], [7.963, -1.991, 1.674], [7.594, -3.788, 0.032], [5.439, -3.972, -1.145], [3.638, -2.333, -0.687], [-4.672, -0.359, -0.048], [-5.146, 0.936, 0.027], [-4.254, 1.992, 0.023], [-2.873, 1.773, -0.064], [-2.356, 0.437, -0.149], [-3.302, -0.597, -0.124], [-1.945, 2.936, -0.064], [-2.384, 4.282, 0.042], [-1.486, 5.312, 0.080], [-0.102, 5.045, -0.023], [0.901, 6.035, -0.015], [2.216, 5.688, -0.178], [2.587, 4.344, -0.353], [1.640, 3.354, -0.331], [0.277, 3.685, -0.162], [-0.634, 2.678, -0.155], [-5.360, -1.188, -0.054], [-6.205, 1.125, 0.096], [-4.655, 2.990, 0.087], [-2.970, -1.629, -0.176], [-3.437, 4.503, 0.093], [-1.810, 6.339, 0.178], [0.610, 7.066, 0.108], [2.990, 6.438, -0.187], [3.626, 4.099, -0.510], [1.918, 2.298, -0.494]], "atomic_forces_ev_per_a": [[-1.580, 0.709, -1.091], [-0.265, -0.345, -0.529], [1.504, 0.139, 1.108], [-0.532, 0.325, -0.551], [1.141, -0.323, 1.714], [-0.460, 0.004, -0.341], [0.113, 0.480, -0.377], [0.023, 0.154, -0.002], [0.005, -0.032, 0.060], [0.019, 0.091, 0.027], [0.018, -0.003, -0.115], [0.016, -0.033, -0.090], [-0.156, -0.510, -0.204], [0.021, -0.061, -0.039], [0.090, -0.081, 0.041], [-0.054, 0.002, -0.097], [0.021, 0.051, 0.004], [-0.174, -0.150, -0.240], [-0.146, -0.670, -0.008], [-0.026, -0.064, -0.186], [-0.028, -0.032, -0.008], [-0.087, -0.046, 0.018], [0.040, 0.024, 0.054], [-0.054, -0.143, 0.008], [-0.401, 0.366, 0.008], [-0.122, 0.065, -0.016], [0.054, 0.054, 0.122], [-0.086, -0.020, -0.059], [0.066, -0.027, 0.021], [-0.204, 0.047, -0.062], [0.016, 0.035, 0.086], [0.046, 0.182, 0.015], [-0.006, 0.048, 0.103], [-0.028, 0.013, 0.082], [-0.035, -0.069, 0.057], [-0.040, -0.060, -0.044], [0.000, -0.136, 0.006], [0.091, -0.048, 0.116], [0.033, 0.006, 0.066], [0.000, 0.091, 0.026], [-0.051, 0.065, -0.055], [0.064, 0.151, 0.243], [0.155, 0.077, -0.010], [0.107, 0.003, -0.059], [0.008, 0.150, -0.034], [0.005, 0.025, 0.078], [-0.015, 0.053, 0.109], [0.112, 0.076, 0.070], [0.101, -0.012, 0.051], [0.093, -0.099, -0.037], [-0.030, -0.102, -0.109], [0.018, -0.054, -0.053], [0.236, -0.118, -0.046], [0.051, -0.036, 0.027], [0.316, 0.131, -0.016], [-0.104, -0.489, -0.041], [0.260, 0.329, 0.177], [0.151, 0.340, -0.046], [0.010, -0.217, -0.002], [0.117, 0.244, -0.004], [-0.050, -0.381, -0.019], [0.252, -0.577, -0.008], [0.131, -0.168, -0.056], [-0.081, 0.053, 0.034], [-0.087, -0.212, 0.040], [-0.132, -0.221, -0.063], [0.321, 0.631, -0.021], [-0.464, -0.519, 0.117], [-0.149, -0.139, 0.027], [-0.105, 0.040, -0.018], [-0.064, 0.100, 0.005], [-0.023, -0.038, -0.008], [-0.036, -0.034, 0.028], [-0.130, 0.031, -0.007], [-0.009, 0.179, -0.007], [0.013, 0.163, -0.002], [0.049, -0.050, 0.000], [0.127, 0.590, 0.030]], "e_tot_ev": -81430.6247, "multiplicity": 4, "e_above_lowest_ev": 0.0000, "homo_energy_ev": [-13.028, -13.035], "charge": 2, "e_lumo_ev": [-5.5, -5.4]}